# 1
This record from the Open Molecules 2025 dataset describes a structure of composition C13H23O4PZr at a distorted geometry. The level of theory is ωB97M-V/def2-TZVPD.

Computed properties:
net charge	+4
orbital gap	5.29	eV

Structure (XYZ):
```
42
Properties=species:S:1:pos:R:3:mulliken_charge:R:1
H 2.416 3.286 2.685 0.443
C -0.069 -2.280 -0.175 0.467
H -2.947 1.370 1.485 0.274
O 0.048 -3.479 -0.038 0.006
C 1.143 3.362 0.907 0.165
H -0.669 5.332 -2.273 0.431
H 2.292 2.702 -0.767 0.329
H -2.861 3.190 -1.641 0.358
P -0.423 2.582 0.281 0.026
H -2.386 3.596 3.288 0.468
C -1.861 3.233 1.284 0.720
H -0.689 3.922 2.947 0.423
H -2.005 1.688 -2.125 0.329
C -3.101 2.365 1.049 -1.252
O 1.871 0.974 -2.047 -0.018
C -0.713 3.351 -1.372 0.585
H 0.709 4.303 1.280 0.835
O -3.776 -0.526 -1.436 0.108
Zr -0.852 0.068 -0.224 -0.096
H -3.419 2.241 0.014 0.267
C -1.507 3.241 2.749 -1.388
C -0.427 -0.073 1.903 0.725
H 2.575 -0.238 0.956 0.012
H 3.119 3.906 0.244 0.439
C -1.941 2.786 -2.109 -1.348
C -0.812 4.907 -1.252 -1.595
H -1.276 2.238 3.113 0.346
C 1.817 2.599 2.064 -1.543
H -2.010 4.281 0.978 0.366
H 1.872 4.441 -0.869 0.360
H 2.517 1.840 1.697 0.324
C -2.695 -0.428 -1.005 0.395
H 1.085 2.111 2.712 0.348
C 1.148 0.434 -1.275 0.531
H 0.244 3.165 -1.914 0.543
H -0.012 5.314 -0.597 0.447
H -1.826 5.188 -0.888 0.487
H -1.879 3.126 -3.156 0.472
C 2.157 3.628 -0.204 -1.394
H 2.227 -0.904 0.923 0.137
H -3.928 2.819 1.607 0.459
O -0.045 -0.156 3.045 0.006
```


# 2
This record from the Open Molecules 2025 dataset describes a cluster of 3 separate species, C13H24BrF3N2O7PS2 in total at a distorted geometry. The level of theory is ωB97M-V/def2-TZVPD.

Computed properties:
net charge	+1
orbital gap	7.96	eV

Structure (XYZ):
```
53
Properties=species:S:1:pos:R:3:mulliken_charge:R:1
O 4.040 -4.869 -2.011 -0.572
C -5.333 6.170 0.995 -0.305
H 6.360 -4.442 -4.638 0.338
C 6.544 -5.304 -3.996 -0.370
P 1.763 -2.823 1.570 0.205
H -2.778 1.631 0.709 0.344
O -3.936 6.169 0.593 -0.291
H -1.332 6.358 0.124 0.393
O 3.844 -4.135 -4.368 -0.653
O -2.557 5.546 2.538 -0.647
H -6.611 6.946 2.531 0.393
F -4.381 -0.583 0.483 -0.274
Br 1.132 -3.508 -0.424 0.011
C -1.639 5.317 0.110 -0.958
H -0.589 -1.431 2.684 0.625
H -0.197 -3.505 2.223 0.355
H -1.970 5.020 -0.882 0.329
N 1.066 -1.096 1.447 0.867
H 7.178 -5.993 -4.549 0.274
C 1.417 0.909 0.527 -0.454
F -3.029 -1.390 1.936 -0.276
F -2.304 -0.754 -0.011 -0.251
H 2.859 -6.719 -4.752 0.327
C 7.211 -4.901 -2.697 -0.963
C -0.045 -0.734 2.068 -0.007
H 7.310 -5.760 -2.034 0.268
H -2.063 0.327 3.358 0.404
C -1.805 1.012 2.559 -1.129
H 2.026 1.533 -0.103 0.444
N 1.826 -0.332 0.698 -0.971
C 2.837 -6.456 -3.699 -0.925
H -5.715 5.149 0.988 0.291
O 0.711 -3.513 2.568 -0.444
S -2.971 5.110 1.243 1.258
H -0.043 2.415 0.931 0.447
H 6.630 -4.144 -2.172 0.280
H -0.822 4.683 0.447 0.281
S 4.016 -5.183 -3.409 1.219
H -5.105 6.259 3.146 0.290
C -3.152 -0.448 0.979 0.875
C 0.246 1.390 1.109 -0.008
C -0.524 0.575 1.919 -0.012
H 1.861 -6.060 -3.426 0.349
H 3.085 -7.311 -3.076 0.322
C -2.952 0.942 1.523 -0.582
H -1.723 2.036 2.906 0.439
O 5.306 -6.021 -3.781 -0.267
H -3.869 1.226 2.025 0.396
O -3.550 3.800 1.094 -0.624
H -5.849 6.717 0.211 0.278
C -5.544 6.840 2.336 -0.978
H -5.081 7.826 2.350 0.274
H 8.201 -4.493 -2.900 0.386
```


# 3
This record from the Open Molecules 2025 dataset describes a structure of composition C13H24Cl2F6NO7S2SbTi at a distorted geometry. The level of theory is ωB97M-V/def2-TZVPD.

Computed properties:
net charge	0
orbital gap (spin up / spin down)	3.70 / 3.69	eV

Structure (XYZ):
```
57
Properties=species:S:1:pos:R:3:mulliken_charge:R:1
H -0.497 -2.412 4.440 0.386
C 1.219 -4.544 0.681 -1.041
H 2.474 -2.949 -0.095 0.424
H 2.042 -5.237 0.866 0.389
Cl -1.614 -1.210 2.748 -0.083
C -0.315 -1.466 3.945 -0.418
F 2.154 2.506 -2.015 -0.166
C -1.963 3.509 0.415 -1.798
H 0.987 -4.055 1.629 0.170
O 1.739 0.331 0.446 -0.213
H -2.536 -2.406 -2.715 0.271
C 0.420 -1.638 -2.822 -1.091
O 0.184 1.511 2.458 -0.474
C -1.663 3.065 -2.052 -1.650
O 3.596 -0.694 1.661 -0.610
C -1.652 -3.408 -0.997 -0.760
Sb 0.038 -2.117 -0.772 0.449
F 2.457 3.899 4.245 -0.187
H -1.944 -3.738 0.001 0.434
Cl 1.239 -1.497 3.122 -0.006
H -1.022 3.945 -2.125 0.435
N 2.715 1.518 2.454 -0.447
H 1.825 -4.019 -1.339 0.486
O -1.985 0.352 0.312 -0.782
C -2.503 1.262 -0.493 0.041
C 1.598 -3.528 -0.391 -0.729
H -3.116 -1.798 -1.167 0.255
F 0.293 3.846 4.174 -0.196
H 0.350 -5.136 0.388 0.304
H 1.504 -1.578 -2.931 0.544
H -1.288 4.365 0.364 0.447
H -1.326 -0.362 -3.124 0.316
S 1.448 2.338 2.411 1.182
H -1.894 3.073 1.412 0.262
F 4.276 2.047 -1.928 -0.220
F 1.388 2.183 5.024 -0.207
C -2.808 -2.700 -1.700 -1.090
O 1.302 3.413 1.449 -0.730
H -0.335 -0.629 4.632 0.360
H 0.073 -2.480 -3.423 0.553
H -3.678 -3.355 -1.775 0.373
O -0.263 1.971 -0.404 0.723
H -2.983 3.855 0.248 0.482
H -2.690 3.352 -2.273 0.366
H -0.022 -0.089 -4.280 0.518
F 2.905 0.657 -2.888 -0.184
S 3.168 0.584 1.110 0.551
C 1.403 3.116 4.075 0.388
H 0.334 2.675 -0.082 0.045
Ti -0.138 0.245 0.870 0.776
H 0.130 0.501 -2.627 -0.245
H -1.343 2.331 -2.790 0.237
O -3.585 1.183 -1.013 -0.633
H -1.325 -4.291 -1.550 0.463
C -0.240 -0.326 -3.237 -0.707
C 3.058 1.544 -1.917 0.108
C -1.595 2.489 -0.654 1.930
```